The following is a quantum chemistry calculation of a structure of composition C33H40CdGeN2O4SSi, from OMol25.

The geometry in XYZ format:
```
83
Properties=species:S:1:pos:R:3:mulliken_charge:R:1
Cd -10.49 2.56 20.20 1.067
C -5.53 6.17 20.70 -1.141
Si -5.84 5.29 18.95 0.758
C -4.41 5.67 17.77 -1.399
C -7.24 6.19 18.14 -1.087
C -5.77 3.39 19.26 0.255
C -4.71 2.56 19.06 0.023
C -4.75 1.22 19.53 -0.635
C -5.89 0.77 20.12 -0.390
N -6.96 1.57 20.41 -0.193
C -6.96 2.80 19.91 0.004
S -8.30 3.81 20.15 -0.889
H -4.47 6.41 20.89 0.303
H -5.82 5.45 21.46 0.265
H -6.09 7.10 20.83 0.334
H -4.55 6.50 17.10 0.358
H -4.35 4.83 17.09 0.361
H -3.44 5.74 18.22 0.391
H -6.90 6.57 17.11 0.290
H -7.47 7.05 18.76 0.307
H -8.05 5.49 18.15 0.301
H -3.78 2.94 18.59 0.280
H -3.94 0.48 19.41 0.296
H -5.92 -0.22 20.56 0.328
C -13.14 5.16 23.81 -1.459
C -12.43 5.78 22.57 1.451
C -13.56 6.22 21.60 -1.471
O -11.67 7.02 22.98 -0.671
C -11.50 4.65 21.98 0.532
O -10.42 4.35 22.54 -0.921
O -11.89 4.27 20.82 -1.072
H -14.13 5.67 23.96 0.371
H -12.47 5.27 24.65 0.294
H -13.36 4.12 23.53 0.264
H -14.31 6.87 22.07 0.407
H -14.14 5.33 21.25 0.211
H -13.10 6.67 20.71 0.313
H -10.78 6.72 23.29 0.373
C -9.31 -0.31 23.56 -1.008
C -9.53 1.08 23.05 0.161
N -9.00 2.16 23.60 -0.293
O -10.26 1.17 22.01 -0.226
H -8.98 -0.95 22.73 0.171
H -10.44 -0.63 23.74 0.201
H -8.76 -0.30 24.49 0.411
H -8.95 2.12 24.60 0.258
H -9.38 3.04 23.29 0.402
C -11.28 0.95 18.89 -0.845
Ge -12.82 -0.15 19.14 0.903
C -14.02 0.47 20.46 -0.294
C -14.86 1.52 20.18 0.328
C -15.76 2.06 21.11 -0.967
C -15.59 1.60 22.46 -0.412
C -14.61 0.65 22.79 -0.928
C -13.88 0.04 21.78 0.051
C -12.29 -1.99 19.30 0.252
C -11.28 -2.27 20.23 -0.656
C -11.04 -3.59 20.65 -0.651
C -11.86 -4.63 20.17 -0.246
C -12.84 -4.37 19.22 -0.544
C -13.01 -3.06 18.77 -0.155
C -14.09 0.07 17.68 -0.070
C -13.69 0.64 16.52 -0.442
C -14.30 0.43 15.33 -0.425
C -15.50 -0.25 15.31 -0.336
C -16.06 -0.70 16.54 -0.696
C -15.34 -0.60 17.71 -0.328
H -10.48 0.68 18.20 0.272
H -14.76 1.99 19.22 0.466
H -16.43 2.85 20.87 0.435
H -16.13 2.12 23.21 0.408
H -14.60 0.25 23.80 0.360
H -13.07 -0.62 22.06 0.234
H -10.75 -1.43 20.69 0.472
H -10.24 -3.73 21.39 0.331
H -11.67 -5.63 20.58 0.283
H -13.57 -5.15 18.83 0.267
H -13.83 -2.91 18.07 0.280
H -12.87 1.35 16.58 0.343
H -13.79 0.87 14.47 0.360
H -16.11 -0.41 14.39 0.266
H -17.03 -1.14 16.46 0.369
H -15.76 -1.01 18.62 0.428
```

**Lowest unoccupied orbital energy**: 0.1658 Ha
**ΔE to the lowest compared entry with this formula, charge and spin**: 6.6 kcal/mol
**Energy**: -125832.252 eV
**HOMO-LUMO gap**: 3.7 eV
**Total charge**: -2

=====

The following is a quantum chemistry calculation of a cluster of 3 separate species, C16H41O13P3S2 in total, from OMol25.

The geometry in XYZ format:
```
75
Properties=species:S:1:pos:R:3:mulliken_charge:R:1
C 0.14 1.67 5.81 -1.104
S -0.23 1.74 4.06 0.999
O -1.52 1.18 3.79 -0.673
O 0.85 1.10 3.34 -0.520
P -0.25 3.85 3.61 -0.088
C -0.03 3.93 1.78 -0.774
C 1.45 4.07 1.30 -0.557
C 1.85 5.48 0.87 -0.857
S 1.96 6.67 2.20 1.142
O 2.85 7.69 1.75 -0.641
O 2.39 6.09 3.43 -0.566
O 0.51 7.35 2.34 -0.411
H -0.04 0.68 6.21 0.387
H -0.44 2.45 6.32 0.397
H 1.18 1.97 5.90 0.339
H 0.93 4.32 4.22 0.074
H -0.39 2.97 1.39 0.362
H -0.70 4.69 1.39 0.520
H 2.09 3.66 2.08 0.363
H 1.58 3.42 0.43 0.395
H 1.20 5.86 0.08 0.462
H 2.86 5.42 0.46 0.355
H 0.19 7.44 1.43 0.353
O 3.64 -0.52 0.35 -0.846
P 2.88 -1.76 -0.01 1.184
O 2.49 -2.31 1.48 -0.374
C 1.42 -1.63 2.18 -0.459
C 0.07 -1.79 1.50 -0.704
O 4.15 -2.68 -0.48 -0.375
C 5.47 -2.17 -0.58 -0.349
C 6.19 -2.18 0.76 -1.060
O 1.79 -2.76 -0.73 -0.227
C 2.08 -4.10 -1.15 -0.280
C 2.54 -5.05 -0.06 -1.064
H 1.67 -0.58 2.27 0.433
H 1.37 -2.06 3.18 0.292
H 0.07 -1.33 0.50 -0.080
H -0.71 -1.31 2.09 0.454
H -0.18 -2.84 1.36 0.262
H 5.47 -1.17 -1.02 0.325
H 6.01 -2.81 -1.28 0.341
H 5.57 -1.79 1.57 0.290
H 7.10 -1.60 0.71 0.358
H 6.44 -3.21 1.04 0.294
H 2.81 -4.06 -1.97 0.339
H 1.15 -4.48 -1.58 0.375
H 3.37 -4.68 0.52 0.238
H 2.85 -5.99 -0.52 0.383
H 1.73 -5.24 0.64 0.305
O -3.13 1.31 -3.01 -0.829
P -3.80 0.01 -3.28 0.971
O -4.21 -0.54 -1.80 -0.175
C -5.31 0.10 -1.13 -0.386
C -6.64 -0.11 -1.84 -1.031
O -2.49 -0.88 -3.69 -0.335
C -1.18 -0.32 -3.75 -0.556
C -0.52 -0.30 -2.39 -0.876
O -4.81 -0.97 -4.10 -0.340
C -4.47 -2.29 -4.56 -0.194
C -4.08 -3.28 -3.48 -0.944
H -5.10 1.16 -1.04 0.334
H -5.36 -0.33 -0.13 0.318
H -6.64 0.35 -2.83 0.283
H -7.45 0.34 -1.27 0.398
H -6.85 -1.17 -1.97 0.223
H -1.20 0.67 -4.21 0.343
H -0.60 -0.95 -4.43 0.352
H -1.18 0.09 -1.61 0.327
H 0.38 0.32 -2.41 0.436
H -0.24 -1.31 -2.08 0.178
H -3.69 -2.22 -5.32 0.262
H -5.36 -2.67 -5.07 0.362
H -3.29 -2.92 -2.82 0.202
H -3.72 -4.20 -3.94 0.369
H -4.94 -3.51 -2.84 0.296
```

**Lowest unoccupied orbital energy**: 0.0015 Ha
**SMILES string**: CS(=O)(=O)PCCCS(=O)(=O)O.CCOP(=O)(OCC)OCC.CCOP(=O)(OCC)OCC
**Energy**: -93410.950 eV
**HOMO-LUMO gap**: 9.2 eV

=====

The following is a quantum chemistry calculation of an isolated molecule of C22H27N3O2, from OMol25.

The geometry in XYZ format:
```
54
Properties=species:S:1:pos:R:3:nbo_charge:R:1
C -2.39 -3.75 -3.42 -0.598
C -1.06 -3.01 -3.42 -0.390
C -0.40 -3.03 -2.05 -0.400
H -1.06 -2.55 -1.33 0.196
C 0.94 -2.30 -2.07 -0.217
N 1.45 -2.02 -0.74 -0.447
C 2.73 -1.32 -0.75 -0.049
C 3.32 -1.55 0.66 -0.404
C 2.42 -2.62 1.29 -0.410
H 1.72 -2.16 1.99 0.205
H 2.99 -3.38 1.82 0.215
C 1.66 -3.19 0.10 -0.220
H 0.70 -3.62 0.39 0.205
H 2.26 -3.96 -0.41 0.163
H 4.35 -1.90 0.58 0.215
H 3.33 -0.63 1.24 0.196
C 2.58 0.16 -1.12 -0.234
N 1.60 0.86 -0.33 -0.614
C 0.45 1.34 -0.87 0.686
O 0.15 1.21 -2.03 -0.620
C -0.31 2.19 0.11 -0.287
C -0.90 1.73 1.28 0.438
C -1.44 2.68 2.21 -0.043
C -2.00 2.25 3.44 -0.191
C -2.51 3.16 4.32 -0.214
C -2.50 4.53 4.02 -0.192
C -1.97 4.97 2.84 -0.187
C -1.43 4.06 1.91 -0.034
C -0.89 4.48 0.67 -0.219
C -0.34 3.56 -0.20 -0.040
H 0.09 3.88 -1.14 0.231
C -0.89 5.85 0.32 0.291
N -0.88 6.96 0.03 -0.319
H -1.95 6.02 2.60 0.229
H -2.91 5.23 4.73 0.218
H -2.94 2.82 5.26 0.217
H -2.00 1.19 3.66 0.228
O -1.02 0.44 1.65 -0.518
C -1.06 -0.57 0.65 -0.297
H -0.07 -0.93 0.37 0.232
H -1.63 -1.39 1.09 0.195
H -1.58 -0.21 -0.24 0.191
H 1.76 0.96 0.65 0.400
H 3.56 0.65 -1.00 0.202
H 2.27 0.26 -2.16 0.238
H 3.41 -1.77 -1.50 0.174
H 0.79 -1.33 -2.56 0.216
H 1.67 -2.88 -2.66 0.162
H -0.26 -4.07 -1.73 0.195
H -1.22 -1.98 -3.73 0.203
H -0.39 -3.48 -4.15 0.195
H -2.85 -3.73 -4.41 0.210
H -2.25 -4.79 -3.13 0.199
H -3.08 -3.29 -2.72 0.201
```

**Lowest unoccupied orbital energy**: -0.0005 Ha
**ΔE to the lowest compared entry with this formula, charge and spin**: 41.8 kcal/mol
**SMILES string**: CCCCN1CCC[C@@H]1CNC(=O)c1cc(C#N)c2ccccc2c1OC
**Energy**: -31817.920 eV
**HOMO-LUMO gap**: 8.3 eV

=====

Repeat the second record exactly.
The following is a quantum chemistry calculation of a cluster of 3 separate species, C16H41O13P3S2 in total, from OMol25.

The geometry in XYZ format:
```
75
Properties=species:S:1:pos:R:3:mulliken_charge:R:1
C 0.14 1.67 5.81 -1.104
S -0.23 1.74 4.06 0.999
O -1.52 1.18 3.79 -0.673
O 0.85 1.10 3.34 -0.520
P -0.25 3.85 3.61 -0.088
C -0.03 3.93 1.78 -0.774
C 1.45 4.07 1.30 -0.557
C 1.85 5.48 0.87 -0.857
S 1.96 6.67 2.20 1.142
O 2.85 7.69 1.75 -0.641
O 2.39 6.09 3.43 -0.566
O 0.51 7.35 2.34 -0.411
H -0.04 0.68 6.21 0.387
H -0.44 2.45 6.32 0.397
H 1.18 1.97 5.90 0.339
H 0.93 4.32 4.22 0.074
H -0.39 2.97 1.39 0.362
H -0.70 4.69 1.39 0.520
H 2.09 3.66 2.08 0.363
H 1.58 3.42 0.43 0.395
H 1.20 5.86 0.08 0.462
H 2.86 5.42 0.46 0.355
H 0.19 7.44 1.43 0.353
O 3.64 -0.52 0.35 -0.846
P 2.88 -1.76 -0.01 1.184
O 2.49 -2.31 1.48 -0.374
C 1.42 -1.63 2.18 -0.459
C 0.07 -1.79 1.50 -0.704
O 4.15 -2.68 -0.48 -0.375
C 5.47 -2.17 -0.58 -0.349
C 6.19 -2.18 0.76 -1.060
O 1.79 -2.76 -0.73 -0.227
C 2.08 -4.10 -1.15 -0.280
C 2.54 -5.05 -0.06 -1.064
H 1.67 -0.58 2.27 0.433
H 1.37 -2.06 3.18 0.292
H 0.07 -1.33 0.50 -0.080
H -0.71 -1.31 2.09 0.454
H -0.18 -2.84 1.36 0.262
H 5.47 -1.17 -1.02 0.325
H 6.01 -2.81 -1.28 0.341
H 5.57 -1.79 1.57 0.290
H 7.10 -1.60 0.71 0.358
H 6.44 -3.21 1.04 0.294
H 2.81 -4.06 -1.97 0.339
H 1.15 -4.48 -1.58 0.375
H 3.37 -4.68 0.52 0.238
H 2.85 -5.99 -0.52 0.383
H 1.73 -5.24 0.64 0.305
O -3.13 1.31 -3.01 -0.829
P -3.80 0.01 -3.28 0.971
O -4.21 -0.54 -1.80 -0.175
C -5.31 0.10 -1.13 -0.386
C -6.64 -0.11 -1.84 -1.031
O -2.49 -0.88 -3.69 -0.335
C -1.18 -0.32 -3.75 -0.556
C -0.52 -0.30 -2.39 -0.876
O -4.81 -0.97 -4.10 -0.340
C -4.47 -2.29 -4.56 -0.194
C -4.08 -3.28 -3.48 -0.944
H -5.10 1.16 -1.04 0.334
H -5.36 -0.33 -0.13 0.318
H -6.64 0.35 -2.83 0.283
H -7.45 0.34 -1.27 0.398
H -6.85 -1.17 -1.97 0.223
H -1.20 0.67 -4.21 0.343
H -0.60 -0.95 -4.43 0.352
H -1.18 0.09 -1.61 0.327
H 0.38 0.32 -2.41 0.436
H -0.24 -1.31 -2.08 0.178
H -3.69 -2.22 -5.32 0.262
H -5.36 -2.67 -5.07 0.362
H -3.29 -2.92 -2.82 0.202
H -3.72 -4.20 -3.94 0.369
H -4.94 -3.51 -2.84 0.296
```

**Lowest unoccupied orbital energy**: 0.0015 Ha
**SMILES string**: CS(=O)(=O)PCCCS(=O)(=O)O.CCOP(=O)(OCC)OCC.CCOP(=O)(OCC)OCC
**Energy**: -93410.950 eV
**HOMO-LUMO gap**: 9.2 eV

=====

> Which of these has the highest lowest unoccupied orbital energy?

C33H40CdGeN2O4SSi

=====

> energy of number 1 (C33H40CdGeN2O4SSi)?

-125832.252 eV

=====

> Among the records above, which one has the lowest energy?

C33H40CdGeN2O4SSi